(1)
ORCA calculation (the ωB97M-V functional and the def2-TZVPD basis) on a cluster of 5 separate species, C23H49N6O8S2 in total.

```
! wB97M-V def2-TZVPD RIJCOSX def2/J DEFGRID3
* xyz 1 1
C -3.36867 -3.59418 2.06657
C -2.43271 -2.48959 1.61855
C -2.32460 -2.37676 0.10425
O -1.22682 -3.21118 -0.33166
C -1.36840 -3.88723 -1.47349
O -2.40227 -4.24357 -1.95794
C -0.00523 -4.17213 -2.07003
S -0.21523 -5.39513 -3.38672
C 1.42568 -6.18902 -3.47706
C 2.20086 -6.39204 -2.17674
N 1.52404 -7.23049 -1.21153
C 1.28350 -8.55394 -1.77107
C 0.50304 -8.53468 -3.07909
N 1.13457 -7.56523 -4.04729
O -2.87554 -1.20692 2.07705
C -2.42613 -0.82120 3.30253
O -1.87111 -1.56223 4.05794
C -2.73128 0.64683 3.49626
S -2.64199 1.21379 5.20712
H -4.33565 -3.51198 1.56705
H -2.92960 -4.56775 1.83995
H -3.52519 -3.53792 3.14314
H -1.43186 -2.69561 2.00509
H -3.24063 -2.70472 -0.38705
H -2.11146 -1.34858 -0.18778
H 0.65261 -4.52934 -1.28068
H 0.41001 -3.23773 -2.45074
H 2.03726 -5.67817 -4.22294
H 3.14340 -6.89178 -2.43298
H 2.48460 -5.43170 -1.75003
H 0.64924 -6.81666 -0.90590
H 0.73063 -9.16348 -1.05682
H 2.24865 -9.04323 -1.93002
H 0.50549 -9.51578 -3.55306
H -0.52894 -8.22074 -2.93510
H 2.00696 -7.98698 -4.40374
H 0.51405 -7.45081 -4.85180
H -2.01855 1.20386 2.88761
H -3.73341 0.85020 3.12088
H -1.48357 1.87512 5.14376
C -3.70386 5.98373 4.90338
O -2.71271 5.36176 5.25147
N -4.96685 5.59286 5.15300
C -6.10795 6.36200 4.70685
C -5.17585 4.35665 5.88842
H -3.63430 6.92572 4.33747
H -6.71829 6.68325 5.55345
H -6.73416 5.77521 4.03141
H -5.75988 7.24522 4.17442
H -4.71347 4.41801 6.87412
H -4.71441 3.52469 5.35701
H -6.24378 4.18256 5.99795
C -0.88732 6.97027 3.30972
O -1.68997 7.21657 2.41965
N 0.31175 7.57343 3.42446
C 1.21724 7.25013 4.50420
C 0.69940 8.57955 2.44894
H -1.09950 6.23504 4.09979
H 1.42779 8.13004 5.11617
H 2.16559 6.86627 4.12015
H 0.76319 6.48919 5.13730
H -0.00873 9.40757 2.44652
H 0.71350 8.15265 1.44576
H 1.68715 8.96080 2.68820
C 4.27964 -10.04142 -4.56244
O 3.18068 -9.70860 -4.11148
N 4.78472 -9.50795 -5.68587
C 6.10598 -9.79064 -6.21042
C 3.88042 -8.57759 -6.32193
H 4.93252 -10.76662 -4.06158
H 6.70608 -8.88137 -6.25092
H 6.04235 -10.21682 -7.21158
H 6.60139 -10.50668 -5.55764
H 3.63415 -7.86067 -5.53317
H 2.96859 -9.10895 -6.60009
H 4.30325 -8.07805 -7.18782
C 2.83455 10.57706 -0.19163
O 2.22265 10.65628 0.85637
N 2.26777 10.71196 -1.40729
C 3.03140 10.61486 -2.63114
C 0.83802 10.96579 -1.47250
H 3.91992 10.38561 -0.23546
H 2.97229 11.54236 -3.20431
H 2.66586 9.79778 -3.25685
H 4.07606 10.42497 -2.39000
H 0.58773 11.88969 -0.95097
H 0.28047 10.15579 -1.00143
H 0.54320 11.04870 -2.51616
*
```

Computed properties:
HOMO-LUMO gap   7.0 eV
HOMO level   -9.6370 eV
LUMO level   -0.096 Eh
M   601.8 g/mol

=====

(2)
ORCA calculation (the ωB97M-V functional and the def2-TZVPD basis) on a cluster of 3 separate species, C23H50B2N8O7P2 in total.

```
! wB97M-V def2-TZVPD RIJCOSX def2/J DEFGRID3
* xyz 2 1
C 4.45863 -0.71298 2.17141
O 3.72824 -1.91667 2.48210
B 2.62728 -2.16861 1.75080
O 2.40090 -3.29622 1.05507
N 1.50898 -1.09258 1.77935
C 1.20811 -0.37120 0.69893
C 0.21263 0.59771 0.78143
C -0.45998 0.80990 1.97456
C -1.48980 1.87928 2.01935
C -2.44844 2.06041 1.02861
C -3.33153 3.10831 1.15153
N -3.27028 3.94442 2.18950
O -4.16205 4.97082 2.23253
B -3.57615 6.20175 1.67825
O -3.12559 7.17556 2.50854
O -3.55803 6.34994 0.32688
C -2.37637 3.78786 3.17606
C -1.46703 2.76225 3.10320
C -0.14059 0.01567 3.07507
C 0.84919 -0.92266 2.93895
H 5.18019 -0.55045 2.96680
H 3.82516 0.17819 2.14340
H 5.00405 -0.79621 1.23258
H 3.06448 -3.38017 0.35494
H 1.74002 -0.51544 -0.23136
H -0.02806 1.18295 -0.09505
H -2.49967 1.39143 0.18171
H -4.07978 3.30161 0.39559
H -2.28608 6.97712 2.93670
H -2.69710 6.18383 -0.07143
H -2.40224 4.48480 4.00153
H -0.73809 2.65849 3.89360
H -0.65971 0.12574 4.01631
H 1.12736 -1.55594 3.77061
O -2.44776 -4.42008 -0.53768
P -2.44455 -5.54987 0.45453
N -4.11258 -5.85078 0.66988
C -5.01788 -5.05785 1.48066
C -4.75650 -6.42581 -0.51630
N -1.57390 -4.69440 1.71586
C -2.04600 -4.25633 3.00836
C -0.51469 -3.83220 1.24889
N -2.02927 -7.06446 1.11137
C -2.54916 -7.62121 2.33540
C -0.65470 -7.48310 0.84363
H -5.95078 -5.60563 1.61955
H -5.24909 -4.07757 1.04217
H -4.63829 -4.90283 2.48886
H -4.59484 -7.50761 -0.54853
H -4.36728 -5.99412 -1.44278
H -5.83052 -6.25578 -0.50691
H -2.99026 -4.70320 3.30098
H -2.16992 -3.16121 3.04804
H -1.32682 -4.53923 3.78954
H -0.89061 -2.82342 0.98482
H -0.03045 -4.24536 0.36753
H 0.25640 -3.72471 2.01711
H -2.14672 -7.12159 3.22656
H -2.26782 -8.67440 2.39937
H -3.63545 -7.59997 2.36920
H 0.05078 -7.05498 1.57016
H -0.34659 -7.16686 -0.15577
H -0.56531 -8.56949 0.87023
O 3.12259 2.90814 -1.49551
P 3.28197 3.81103 -2.70280
N 1.88394 4.80130 -2.45263
C 0.51729 4.39015 -2.66671
C 2.03128 5.74979 -1.34980
N 3.22436 2.50395 -3.85698
C 2.14714 2.13473 -4.75251
C 4.01860 1.33244 -3.52359
N 3.83506 4.86162 -3.92650
C 3.05409 5.37907 -5.02570
C 5.24403 4.67745 -4.28129
H -0.13190 5.26901 -2.65841
H 0.15105 3.67396 -1.90659
H 0.36761 3.94907 -3.64928
H 2.56590 6.64379 -1.68439
H 2.58414 5.31749 -0.50835
H 1.06315 6.07430 -0.96900
H 1.38019 2.89759 -4.85009
H 1.65513 1.20557 -4.43232
H 2.53569 1.97206 -5.76420
H 3.46846 0.62276 -2.88472
H 4.93102 1.61261 -2.99805
H 4.32144 0.81268 -4.43532
H 2.84325 4.61151 -5.77915
H 3.61226 6.17663 -5.52027
H 2.12115 5.82961 -4.69676
H 5.37425 3.87091 -5.01367
H 5.83353 4.43094 -3.39565
H 5.66522 5.59498 -4.69254
*
```

Computed properties:
HOMO-LUMO gap   4.1 eV
HOMO level   -11.7072 eV
Energy relative to the best compared isomer or geometry (same formula, charge and spin)   0.0000 eV
LUMO level   -0.279 Eh
M   634.3 g/mol

=====

(3)
ORCA calculation (the ωB97M-V functional and the def2-TZVPD basis) on a cluster of 7 separate species, C23H50BN8O7 in total.

```
! wB97M-V def2-TZVPD RIJCOSX def2/J DEFGRID3
* xyz 1 1
N 7.07034 -1.94072 1.88935
B 6.15509 -0.81233 2.31394
O 6.79753 0.36971 2.82168
N 4.63703 -0.96791 2.24019
C 3.73607 0.13927 2.00132
C 2.18898 -0.05361 1.97141
C 1.64859 -1.51008 2.23039
C 2.65720 -2.68242 2.47398
C 4.15770 -2.33116 2.46448
H 7.90151 -1.54481 1.40960
H 7.44816 -2.28889 2.80003
H 6.16450 1.13219 2.75663
H 4.19835 1.17283 1.84361
H 1.51271 0.85286 1.75471
H 0.51872 -1.68312 2.23576
H 2.32310 -3.76093 2.63517
H 4.92378 -3.17382 2.64064
C 1.42123 2.40028 -0.38584
O 1.02215 2.63232 0.74952
N 0.65311 2.41426 -1.50398
C 1.20546 2.12533 -2.81229
C -0.76172 2.72848 -1.38333
H 2.47694 2.15276 -0.58946
H 1.05555 2.99229 -3.46029
H 0.69103 1.26090 -3.23308
H 2.27378 1.90918 -2.74260
H -0.86715 3.72642 -0.94693
H -1.23283 2.00447 -0.72125
H -1.24503 2.70162 -2.35760
C -1.39390 -4.14934 4.79754
O -1.23616 -3.89406 3.61609
N -0.62966 -3.65986 5.81456
C -0.87446 -4.00679 7.20073
C 0.46088 -2.76474 5.49469
H -2.19650 -4.82021 5.14244
H -1.08523 -3.09436 7.76399
H 0.01599 -4.49142 7.60886
H -1.72352 -4.68596 7.28940
H 0.06132 -1.88649 4.98026
H 1.15706 -3.27742 4.82585
H 0.98305 -2.45399 6.40037
C -1.97133 -0.36678 -2.59343
O -1.31146 0.57221 -3.01065
N -1.59146 -1.67324 -2.63074
C -2.43408 -2.73534 -2.11282
C -0.30569 -2.01462 -3.20548
H -2.96254 -0.21754 -2.13718
H -1.89634 -3.25755 -1.31536
H -2.65950 -3.43041 -2.91699
H -3.36605 -2.33541 -1.71332
H 0.48361 -1.50201 -2.64854
H -0.27657 -1.67759 -4.24478
H -0.14249 -3.09218 -3.16488
C -4.95352 -2.26603 -4.02259
O -4.43444 -3.33354 -3.74727
N -6.16210 -2.11203 -4.63108
C -6.71293 -0.80466 -4.92562
C -6.92127 -3.29293 -4.99563
H -4.46202 -1.30706 -3.78931
H -7.66946 -0.69679 -4.40798
H -6.86860 -0.71895 -6.00388
H -6.03730 -0.01290 -4.59773
H -7.12551 -3.87928 -4.09645
H -6.32912 -3.90127 -5.68355
H -7.86151 -3.01165 -5.47130
C -4.20731 2.34864 -0.17001
O -3.22188 1.65442 -0.35156
N -4.40015 3.17679 0.89381
C -5.60189 3.97328 1.03993
C -3.37081 3.26427 1.91201
H -5.04768 2.35732 -0.88273
H -5.32626 5.03024 1.07318
H -6.10145 3.69580 1.97148
H -6.28451 3.80773 0.20499
H -2.43856 3.60102 1.45159
H -3.20994 2.27362 2.34479
H -3.66603 3.96315 2.69551
C 4.96942 3.51510 -2.23215
O 5.16883 3.61125 -3.42560
N 5.93369 3.43649 -1.27198
C 5.60479 3.32362 0.13317
C 7.32881 3.46645 -1.66929
H 3.94849 3.48032 -1.81715
H 6.03458 4.17518 0.66663
H 6.03066 2.39304 0.52338
H 4.52328 3.31466 0.28537
H 7.52992 4.39962 -2.20065
H 7.52735 2.62969 -2.34346
H 7.97759 3.39516 -0.79518
*
```

Computed properties:
HOMO-LUMO gap   5.8 eV
HOMO level   -10.4653 eV
Energy relative to the best compared isomer or geometry (same formula, charge and spin)   0.0000 eV
LUMO level   -0.172 Eh
M   561.5 g/mol

=====

(4)
ORCA calculation (the ωB97M-V functional and the def2-TZVPD basis) on a cluster of 3 separate species, C23H50ClN3O10PS in total.

```
! wB97M-V def2-TZVPD RIJCOSX def2/J DEFGRID3
* xyz -1 1
C 0.16361 1.65566 2.60693
C -1.31946 1.34605 2.94986
O -2.19169 1.40146 1.81406
C -2.45022 0.18100 1.26742
O -3.56835 -0.18892 1.05058
C -1.25712 -0.70562 0.89770
C -1.52166 -1.55072 -0.33937
C -0.46419 -2.65092 -0.64516
P 1.27325 -2.35327 0.03481
Cl 1.47493 -4.55360 0.56524
O 1.90405 -2.83606 -1.51267
C 3.25490 -3.08929 -1.51224
S 4.03813 -2.75766 -3.12595
C 3.94846 -2.45109 -0.26637
C 4.70739 -3.39720 0.65545
O 5.35033 -4.44571 -0.05630
C 6.10344 -5.26578 0.80488
N 4.61200 -1.16651 -0.64329
C 5.81726 -1.21649 -0.80769
O 6.96956 -1.30936 -1.05388
O 2.90230 -2.00928 0.56225
H 0.53273 2.54456 3.10639
H 0.77163 0.79775 2.88254
H 0.22658 1.75559 1.52821
H -1.65620 2.12008 3.63179
H -1.36011 0.37437 3.43306
H -1.02644 -1.28729 1.79014
H -0.42712 -0.03121 0.72452
H -1.71761 -0.91010 -1.19658
H -2.46628 -2.06311 -0.15796
H -0.35293 -2.67542 -1.72608
H -0.85847 -3.62747 -0.38545
H 1.21515 -0.94759 -0.26486
H 0.92140 -2.24587 1.40518
H 3.40928 -4.16999 -1.44713
H 3.62138 -1.53641 -3.51020
H 5.48246 -2.85268 1.21529
H 4.00325 -3.78937 1.38188
H 5.92405 -6.31539 0.58198
H 7.16132 -5.08281 0.58948
H 5.90466 -5.06060 1.85533
C -5.32613 2.32904 8.51273
O -6.32290 1.55148 7.87890
C -7.01818 2.24613 6.84741
C -6.71285 1.63969 5.49300
N -5.34192 1.92199 5.08920
C -4.90685 1.18610 3.89748
C -4.79827 -0.33062 4.00814
O -3.77846 -0.77306 4.89519
C -4.16364 -0.89365 6.24959
H -4.93311 1.74762 9.34566
H -4.50109 2.55505 7.82936
H -5.74380 3.26204 8.90378
H -6.79554 3.31666 6.85948
H -8.08697 2.12518 7.05026
H -7.39762 2.05880 4.74989
H -6.89975 0.55950 5.56254
H -4.72218 1.68673 5.85303
H -3.92203 1.56965 3.63564
H -5.57070 1.43508 3.06551
H -4.51885 -0.70395 3.02525
H -5.75892 -0.80200 4.25076
H -5.21707 -1.16518 6.35574
H -3.96013 0.02857 6.80290
H -3.55719 -1.68234 6.69803
C 3.63542 4.60342 -6.34662
O 2.30432 4.13865 -6.46304
C 1.92886 3.80613 -7.79459
C 1.68907 2.31578 -7.92562
N 2.94117 1.57434 -7.83669
C 2.76897 0.12588 -7.73408
C 2.10085 -0.42097 -6.47507
O 2.85808 -0.23430 -5.29735
C 2.65232 1.00141 -4.63288
H 3.78357 4.92642 -5.31746
H 4.35663 3.80958 -6.56659
H 3.81431 5.45530 -7.01013
H 2.66760 4.15276 -8.52273
H 0.98893 4.32865 -7.99817
H 1.22033 2.11128 -8.89293
H 0.98764 2.02121 -7.13416
H 3.45206 1.89257 -7.02383
H 3.76784 -0.31330 -7.79312
H 2.21711 -0.22558 -8.61182
H 2.01332 -1.50361 -6.60144
H 1.07854 -0.04751 -6.34423
H 1.63421 1.37514 -4.76404
H 3.37337 1.75322 -4.96760
H 2.82515 0.83678 -3.56831
*
```

Computed properties:
HOMO-LUMO gap   7.8 eV
HOMO level   -5.5666 eV
Energy relative to the best compared isomer or geometry (same formula, charge and spin)   0.9025 eV
LUMO level   0.083 Eh
M   627.2 g/mol

=====

(5)
ORCA calculation (the ωB97M-V functional and the def2-TZVPD basis) on a cluster of 11 separate species, C23H50I2N14O21P2 in total.

```
! wB97M-V def2-TZVPD RIJCOSX def2/J DEFGRID3
* xyz 0 1
C -2.71392 -3.52941 -1.47556
C -2.00837 -4.52812 -0.70688
N -1.21038 -5.56981 -1.37012
C 0.06602 -5.07284 -1.95135
C 0.79218 -3.90659 -1.12963
O 2.05397 -3.64319 -1.79866
C 2.96776 -2.87901 -0.98762
P 4.22475 -2.09103 -2.22369
N 4.77106 -0.66438 -1.69238
C 2.29112 -1.80476 -0.01542
I 2.54009 -1.92748 2.17118
C 1.47965 -0.70707 -0.44932
C 0.84153 0.36910 0.57939
I 1.02503 -0.39658 -2.54860
C 3.89754 -3.82536 -0.04494
C 5.31886 -3.30832 0.38945
C 6.18451 -4.27666 1.25357
C 5.56445 -5.65345 1.58283
N 4.27562 -6.14228 1.22629
C 3.50567 -5.23982 0.43613
P -1.03927 -7.03602 -0.42068
N -0.66275 -6.82999 1.12118
H -3.40429 -3.79510 -2.33828
H -2.57411 -2.44197 -1.17001
H -2.12058 -4.45542 0.42843
H 0.78215 -5.97124 -2.09151
H -0.13128 -4.66910 -3.01206
H 0.87777 -4.15790 -0.01968
H 0.15032 -2.95840 -1.26853
H 3.58238 -2.02086 -3.50010
H 5.32314 -3.02490 -2.33632
H 4.51122 0.01132 -2.43598
H 0.45824 1.29818 0.01106
H 1.60996 0.76158 1.33015
H -0.08809 -0.07449 1.10054
H 5.74120 -2.29362 0.09643
H 7.21970 -3.91932 1.57661
H 6.22734 -6.36817 2.19728
H 2.47068 -5.61934 0.09963
H -2.27913 -7.77702 -0.57680
H -0.01395 -7.82362 -1.06048
H -0.59285 -5.81594 1.28962
C -0.88890 3.13286 -2.97046
N -1.11371 3.23895 -1.50682
O -0.80343 4.28631 -0.96514
O -1.59567 2.26381 -0.95044
H -0.45973 4.06661 -3.32875
H -0.20235 2.30267 -3.13878
H -1.85559 2.94870 -3.43812
C 5.44621 1.04804 1.51267
N 6.01633 0.73201 2.84998
O 6.07669 -0.44248 3.17019
O 6.38372 1.67726 3.53140
H 5.16409 0.11823 1.02094
H 4.57389 1.68166 1.66930
H 6.21549 1.56767 0.94216
C -4.31386 5.53037 -1.25710
N -4.03048 6.11508 -2.59430
O -4.30521 7.29228 -2.76080
O -3.54164 5.37038 -3.43130
H -4.74333 6.30162 -0.61938
H -5.01826 4.71142 -1.39915
H -3.36896 5.17370 -0.84721
C -7.25924 5.57980 -4.32379
N -7.40316 4.32710 -3.53622
O -6.37828 3.75016 -3.20867
O -8.53846 3.96768 -3.27475
H -6.19977 5.77621 -4.48078
H -7.76915 5.43017 -5.27464
H -7.71967 6.38321 -3.74993
C -3.83431 0.84269 1.09650
N -4.89084 1.83397 1.42684
O -5.66667 1.55004 2.32452
O -4.90359 2.86301 0.77230
H -3.94294 -0.01844 1.75348
H -3.96980 0.55305 0.05512
H -2.87025 1.32639 1.25017
C 8.62714 4.04290 3.42954
N 8.88736 4.63521 2.09126
O 8.61406 5.81436 1.93599
O 9.35776 3.89448 1.24160
H 8.21288 4.80978 4.07857
H 7.91739 3.22689 3.29522
H 9.57779 3.68078 3.81918
C -7.02021 6.82221 2.85257
N -5.94986 7.27111 1.92475
O -4.97444 7.81330 2.41406
O -6.12833 7.06175 0.73493
H -6.72855 7.07142 3.87104
H -7.93558 7.34316 2.57453
H -7.12657 5.74430 2.73411
C 10.64952 4.87260 7.74617
N 9.49289 4.43573 6.92151
O 9.10225 3.28989 7.06566
O 9.01786 5.26067 6.15750
H 10.96597 4.04198 8.37423
H 11.44656 5.16674 7.06440
H 10.31959 5.71328 8.35530
C -5.99865 -3.13247 -5.48061
N -5.43794 -3.45425 -4.14247
O -5.37104 -4.63249 -3.82980
O -5.08412 -2.51306 -3.45208
H -6.26890 -4.06093 -5.98011
H -6.87701 -2.50687 -5.32674
H -5.22879 -2.60285 -6.04049
C -5.85015 -6.87425 -0.20168
N -5.63099 -8.33899 -0.07280
O -6.60206 -9.06507 -0.20200
O -4.48973 -8.70694 0.15366
H -6.90468 -6.69370 -0.40128
H -5.55072 -6.41345 0.73893
H -5.23481 -6.52104 -1.02889
*
```

Computed properties:
SMILES   C=CN(CCO[C@@]([PH2]=N)(/C(I)=C(/C)I)c1cccnc1)[PH2]=N.C[N+](=O)[O-].C[N+](=O)[O-].C[N+](=O)[O-].C[N+](=O)[O-].C[N+](=O)[O-].C[N+](=O)[O-].C[N+](=O)[O-].C[N+](=O)[O-].C[N+](=O)[O-].C[N+](=O)[O-]
HOMO-LUMO gap   7.9 eV
HOMO level   -8.6057 eV
LUMO level   -0.025 Eh
M   1174.5 g/mol